Here is a molecular structure, C3H4N3S at a distorted geometry from the OMol25 dataset. Energies are from ωB97M-V/def2-TZVPD.

```
11
C3H4N3S, DFT ωB97M-V/def2-TZVPD
S 0.49 0.04 1.64
N -1.34 1.37 1.05
N -0.32 0.58 -1.11
N -0.84 0.78 2.17
C 0.66 -0.31 -1.44
C 0.83 -1.37 -0.56
C -0.54 0.87 0.06
H -0.11 -1.89 -0.06
H 1.41 -0.24 -2.19
H -1.92 2.20 1.00
H 1.67 -2.02 -0.56
```

Summary:
total charge = +1
multiplicity = 1
electronic energy = -678.7226 Eh
HOMO level = -14.764 eV
relative energy (zero: lowest compared OMol25 entry of this formula, charge and spin) = 70.9 kcal/mol
gap between HOMO and LUMO = 8.0 eV